No. 1
DFT (the ωB97M-V functional and the def2-TZVPD basis) results for a 8-piece molecular cluster, C26H29F7O27S overall at a distorted geometry.

XYZ file:
```
90
C26H29F7O27S the ωB97M-V functional and the def2-TZVPD basis
S -0.74563 -2.32771 -4.15057
F 6.72691 -6.04606 -1.32905
F 5.75982 2.52816 -3.46812
F 4.84271 -10.42109 0.64466
F -6.01549 -3.12332 2.59979
F 2.56568 2.87596 3.82376
F -7.19060 5.48920 5.64551
F -2.98170 5.19186 0.22633
O -7.37014 7.24067 1.56990
O -3.50913 -0.42374 -0.37105
O -8.54487 7.74838 3.42671
O 3.95002 -8.05870 -1.69668
O -2.03007 -2.28161 -3.52376
O -3.60617 -1.39271 5.90729
O -4.89140 4.03141 2.84890
O -3.30200 3.04008 4.10072
O 5.31780 -8.62762 -3.39300
O -6.89012 6.26583 3.54457
O 1.87133 0.99081 -1.96489
O 6.20985 -1.73819 -0.39366
O 0.24262 -1.27805 -3.48337
O 3.67464 2.13636 -2.67132
O -0.86734 -1.57646 -5.52879
O -0.05890 -3.55742 -4.28508
O 5.46847 -9.65673 -1.38685
O 3.91310 0.05699 -1.93517
O 5.42133 3.06107 0.43131
O -3.28594 -1.31445 3.67622
O -5.15253 -2.22277 4.48344
O -2.81337 3.89095 2.06606
O 6.12456 -3.97901 -0.65222
O -3.11816 1.65511 -1.09235
O 7.19502 -2.73636 -2.15505
O 4.24457 3.21922 2.35155
O 3.19473 2.79147 0.44143
C 6.48614 -2.71665 -1.00198
C -1.47379 -0.00072 -1.60669
C 3.04495 1.05324 -2.17325
C -3.96935 -1.61698 4.80520
C 2.86029 3.40543 2.61897
C 6.34536 -4.82371 -1.76699
C 3.69974 -8.60487 -0.39937
C -5.37636 -2.03672 3.10240
C -7.58712 7.10245 2.72644
C -3.63799 3.59765 3.11164
C -7.19787 6.60429 4.88565
C 2.20785 2.65532 1.47320
C 5.20195 0.45115 -2.43463
C -8.58449 7.20254 4.74931
C -0.16282 0.04470 -3.87026
C 7.45340 -4.10081 -2.50547
C -2.75325 0.52211 -1.02883
C -1.03306 0.80125 -2.84198
C 4.38888 3.03017 1.02124
C -0.76043 -0.15536 -5.29615
C 5.01123 -9.30138 -0.09631
C -3.97112 -1.88872 2.55956
C -3.62475 4.24831 0.95954
C 4.94508 -8.77043 -2.27897
C -4.86779 4.79017 1.63332
C 5.07578 1.95912 -2.44548
H 5.41591 -4.92834 -2.32873
H 5.33335 0.05808 -3.44454
H 5.33379 2.44070 -1.50271
H -3.53723 -2.86423 2.33240
H -4.76483 5.85031 1.86339
H -9.34513 6.42265 4.80053
H -3.90728 -1.24689 1.68686
H 2.64786 4.47524 2.64274
H 5.76052 -8.67137 0.38577
H -6.43904 7.29234 5.26196
H -1.88626 1.26805 -3.34174
H -0.41804 1.62283 -2.47068
H 0.71758 0.66801 -4.01677
H -0.69455 0.09348 -0.84010
H 2.08397 1.60060 1.72044
H 5.98778 0.07953 -1.78787
H 2.88484 -9.32763 -0.45748
H 8.43081 -4.39611 -2.12218
H -4.06502 -0.91683 -0.99048
H 7.42194 -4.23210 -3.58251
H -5.77882 4.63290 1.06456
H -8.80191 7.98082 5.47438
H -3.78894 3.36717 0.34062
H -1.68405 0.38643 -5.50526
H 1.25967 3.07439 1.15134
H -1.59839 -1.06091 -1.79277
H -6.01339 -1.16229 2.95816
H 3.44665 -7.81659 0.30319
H -0.03321 0.18145 -6.03923
```

The LUMO energy is 0.21 eV. The charge is 0.



No. 2
DFT (the ωB97M-V functional and the def2-TZVPD basis) results for C26H29I2N4O3S2Se2Ti as an isolated structure.

XYZ file:
```
69
C26H29I2N4O3S2Se2Ti the ωB97M-V functional and the def2-TZVPD basis
I 0.96116 3.42868 3.05664
I 4.46314 6.47190 -0.73886
Se -0.90709 -0.04286 2.37381
Se -3.15747 -3.87565 -0.32990
Ti 0.08905 0.00012 -0.01395
S 3.95590 -2.67690 -0.18467
S -1.31591 -2.47782 -3.75907
O -0.39848 -2.67497 0.59553
O -3.48158 -2.77383 4.35288
O 1.30032 1.34689 0.69251
N -1.14519 1.52997 -0.69648
N -0.52236 -1.33400 -1.66198
N 1.27815 0.87747 -2.04161
N 1.80873 -1.36251 -0.15192
C 2.63725 1.36926 -1.76136
C -2.53897 3.33919 0.13367
C 2.01279 3.52903 1.28230
C -0.53168 2.48652 -1.51813
C 2.83733 -2.96490 -1.43858
C 0.26840 -2.81897 -3.23499
C 0.36058 1.91976 -2.56872
C -3.19919 -3.66893 1.65644
C 3.40382 4.74970 -0.24714
C 0.50991 -2.15430 -2.08354
C 1.97004 2.43154 0.41205
C -1.77596 4.31550 -0.55724
C 2.67186 2.52769 -0.80359
C -2.16193 -2.95984 3.82673
C -2.40084 -1.27846 1.99759
C -2.22646 2.02152 0.02884
C 1.74236 -2.19407 -1.26056
C -2.14333 -2.75703 2.31655
C -2.83086 -0.65798 -2.28008
C 3.22074 -0.78836 1.78188
C -0.73412 -3.17386 1.88298
C -1.56149 -1.41684 -2.45105
C 2.72538 4.67767 0.95969
C 3.37048 3.67892 -1.12994
C 2.90809 -1.52350 0.52035
C -0.79897 3.82691 -1.42965
H -2.68107 -1.20549 0.94478
H -1.97032 5.37343 -0.45747
H -2.67523 0.38364 -2.56628
H -3.06570 -4.67038 2.07529
H 2.28545 -0.46579 2.23857
H 2.73642 5.51125 1.64825
H -0.23202 4.50278 -2.06291
H -0.66312 -4.26844 1.88296
H -3.39582 -2.62855 5.29611
H -4.19159 -3.33137 1.95110
H -3.25764 -0.94484 2.58297
H 0.00487 -2.76418 2.57507
H -1.47098 -2.23586 4.27265
H 3.77159 -1.42594 2.47270
H 3.20926 0.52845 -1.35800
H 3.81564 0.10118 1.56681
H 0.91658 2.72453 -3.06239
H 3.12985 1.68384 -2.69002
H -1.12462 -3.02101 0.00696
H -2.79952 1.27360 0.55855
H -1.80883 -3.97393 4.06098
H -0.23674 1.41481 -3.33886
H 3.88330 3.73354 -2.08330
H -3.12481 -0.70044 -1.23400
H -3.62572 -1.10964 -2.87022
H 0.91324 -3.51086 -3.75018
H 3.01388 -3.69995 -2.20610
H 1.35454 0.15267 -2.74391
H -3.37446 3.62029 0.76249
```

As for the expectation value of S²: 2.0267. The LUMO energy (spin up / spin down) is 1.81 / 1.80 eV. The charge is -1. Its multiplicity is 3.



no.,total energy (Ha)
1,-4136.9677
2,-8497.1612